[1]
The following is a DFT calculation (ωB97M-V/def2-TZVPD) of a cluster of 8 separate species, C33H46N10OP in total at a distorted geometry.

Structure (XYZ):
```
91
Properties=species:S:1:pos:R:3:lowdin_charge:R:1
C 5.2523 -3.8129 3.1699 -0.081
N 3.8059 -3.5331 2.9704 -0.070
C 3.4712 -3.0323 1.6427 -0.167
N 2.7175 -1.7637 1.7710 -0.059
C 3.1931 -0.4784 1.6797 0.031
C 2.1153 0.2836 1.9098 -0.018
N 1.0402 -0.5136 2.1419 0.149
C 1.4383 -1.7880 2.0563 -0.325
P 0.2752 -3.1975 2.3649 0.780
O -1.0686 -2.6551 2.6178 -0.409
H 5.8830 -3.5089 2.3368 0.068
H 5.3613 -4.8690 3.4000 0.077
H 5.6093 -3.2834 4.0511 0.085
H 3.5480 -2.8268 3.6458 0.102
H 4.3427 -2.8398 1.0157 0.129
H 2.8422 -3.7409 1.1021 0.114
H 4.2142 -0.2127 1.4887 0.155
H 2.1345 1.3598 1.9314 0.127
H 0.0976 -0.2257 2.3759 0.181
H 0.3287 -4.1453 1.3236 0.042
H 0.7260 -3.8654 3.5232 0.032
N 0.9478 3.8690 1.3266 -0.026
C 1.2705 4.3415 0.0774 -0.158
C 1.5905 5.6637 0.2014 -0.093
C 1.4619 6.0063 1.5763 -0.094
C 1.0669 4.8821 2.2453 -0.138
H 0.6635 2.9335 1.5346 0.106
H 1.2408 3.6960 -0.7848 0.107
H 1.8844 6.3169 -0.6026 0.099
H 1.6395 6.9710 2.0204 0.098
H 0.8587 4.7140 3.2883 0.108
N 0.5401 -1.7781 -1.5277 -0.006
C 1.8913 -1.9630 -1.5101 -0.160
C 2.3377 -1.9609 -2.8048 -0.087
C 1.1993 -1.7692 -3.6356 -0.085
C 0.1037 -1.6562 -2.8191 -0.116
H -0.0357 -1.7291 -0.7079 0.125
H 2.4048 -2.0743 -0.5736 0.067
H 3.3595 -2.0829 -3.1228 0.097
H 1.1880 -1.7168 -4.7107 0.101
H -0.9372 -1.4994 -3.0429 0.114
N -3.5496 3.9793 0.3734 -0.020
C -4.6508 4.6187 0.8810 -0.160
C -4.2278 5.7728 1.4812 -0.097
C -2.8164 5.8390 1.3269 -0.096
C -2.4279 4.7221 0.6389 -0.137
H -3.5628 3.1048 -0.1174 0.136
H -5.6354 4.1962 0.7712 0.107
H -4.8588 6.4926 1.9749 0.095
H -2.1622 6.6184 1.6796 0.092
H -1.4553 4.3919 0.3162 0.083
N -6.4615 4.6880 -2.6583 0.007
C -5.1080 4.4880 -2.6412 -0.138
C -4.6673 4.4898 -3.9384 -0.108
C -5.7989 4.7036 -4.7708 -0.119
C -6.8899 4.8244 -3.9518 -0.139
H -7.0500 4.7303 -1.8473 0.140
H -4.5800 4.3629 -1.7139 0.070
H -3.6469 4.3550 -4.2572 0.089
H -5.8082 4.7628 -5.8468 0.092
H -7.9291 4.9951 -4.1761 0.106
N 7.4187 -6.1222 0.7783 0.000
C 8.7379 -6.4105 0.5593 -0.129
C 9.2032 -5.5543 -0.4016 -0.100
C 8.1240 -4.7117 -0.7776 -0.107
C 7.0380 -5.0841 -0.0316 -0.169
H 6.8244 -6.5995 1.4299 0.138
H 9.2296 -7.1983 1.1036 0.111
H 10.2060 -5.5336 -0.7930 0.096
H 8.1442 -3.9238 -1.5120 0.092
H 6.0305 -4.7031 -0.0095 0.084
N -1.2639 -3.9248 5.9974 -0.008
C -1.7444 -3.1407 7.0122 -0.140
C -1.5349 -3.8051 8.1900 -0.103
C -0.8994 -5.0371 7.8764 -0.106
C -0.7441 -5.0820 6.5179 -0.152
H -1.2927 -3.6876 5.0230 0.098
H -2.1930 -2.1836 6.8082 0.106
H -1.8068 -3.4492 9.1694 0.095
H -0.5935 -5.8018 8.5703 0.094
H -0.3125 -5.8343 5.8789 0.100
N -6.4032 1.9708 -7.0652 0.002
C -5.0496 1.7782 -7.0445 -0.157
C -4.6047 1.7779 -8.3398 -0.115
C -5.7357 1.9834 -9.1753 -0.112
C -6.8286 2.1010 -8.3591 -0.141
H -6.9921 2.0126 -6.2541 0.138
H -4.5229 1.6588 -6.1131 0.100
H -3.5828 1.6469 -8.6547 0.087
H -5.7445 2.0395 -10.2509 0.090
H -7.8680 2.2651 -8.5865 0.105
```

As for the total charge: +1. The calculation puts the total energy at -2248.88013 Ha.

***

[2]
The following is a DFT calculation (ωB97M-V/def2-TZVPD) of an isolated molecule of C33H46N4O5.

Structure (XYZ):
```
88
Properties=species:S:1:pos:R:3:nbo_charge:R:1
C -0.0604 -8.7795 -1.3712 -0.251
O -1.1801 -8.1105 -1.8960 -0.493
C -1.1163 -6.7575 -2.0521 0.271
C -2.2542 -6.1491 -2.5840 -0.236
C -2.3041 -4.7876 -2.7871 -0.218
C -1.2057 -3.9957 -2.4594 0.117
N -1.1849 -2.6063 -2.6411 -0.608
C -2.1613 -1.7897 -3.1144 0.694
O -3.2646 -2.1329 -3.4758 -0.611
C -1.6848 -0.3455 -3.1192 -0.320
C -1.4094 0.1958 -1.7100 -0.335
C 0.0139 0.6306 -1.4138 0.696
O 1.0089 -0.0524 -1.5508 -0.642
N -0.0325 1.8892 -0.9279 -0.430
C 1.1475 2.6612 -0.6124 -0.231
C 1.6270 3.4836 -1.8087 -0.404
C 2.8973 4.2583 -1.4550 -0.209
N 3.9057 3.4157 -0.8391 -0.455
C 4.9276 4.1958 -0.1646 -0.212
C 5.8420 3.2801 0.6431 -0.402
C 6.5068 2.2636 -0.2773 -0.397
C 5.4233 1.5100 -1.0389 -0.401
C 4.5183 2.4906 -1.7780 -0.226
C -1.3607 2.4707 -0.8501 -0.140
C -1.9368 2.4932 0.5792 0.677
O -2.8914 3.1824 0.8628 -0.623
N -1.3078 1.6764 1.4392 -0.622
C -1.7116 1.5040 2.8197 -0.049
C -0.5137 1.6970 3.7480 -0.399
C -0.9560 1.5839 5.2032 -0.396
C -1.6466 0.2477 5.4555 -0.400
C -2.8363 0.0572 4.5129 -0.214
C -3.5767 -1.2404 4.8287 -0.603
C -2.3999 0.1415 3.0384 -0.205
C -1.5338 -1.0341 2.5859 -0.631
C -2.1801 1.5505 -1.7424 0.236
C -3.6388 1.1867 -1.5982 -0.217
C -3.9530 0.6352 -2.7645 -0.190
C -2.7039 0.7291 -3.6165 0.068
O -2.0890 1.9061 -3.1171 -0.502
C -0.0718 -4.5988 -1.9281 -0.230
C -0.0211 -5.9662 -1.7241 -0.253
H 0.8204 -8.6532 -2.0095 0.174
H 0.1739 -8.4390 -0.3571 0.174
H -0.3337 -9.8331 -1.3415 0.200
H -3.0969 -6.7730 -2.8349 0.225
H -3.1872 -4.3301 -3.1995 0.254
H -0.3132 -2.1617 -2.3741 0.416
H -0.7833 -0.2675 -3.7357 0.245
H -1.7705 -0.4775 -0.9280 0.247
H 0.9241 3.3151 0.2342 0.202
H 1.9405 1.9658 -0.3288 0.244
H 0.8559 4.1935 -2.1130 0.209
H 1.8040 2.8094 -2.6472 0.209
H 2.6353 5.0344 -0.7297 0.194
H 3.2781 4.7622 -2.3620 0.173
H 4.4334 4.9036 0.5067 0.198
H 5.5337 4.7768 -0.8852 0.157
H 5.2425 2.7561 1.3892 0.201
H 6.5918 3.8802 1.1615 0.207
H 7.1205 1.5702 0.3005 0.208
H 7.1585 2.7825 -0.9847 0.193
H 4.8171 0.9355 -0.3368 0.204
H 5.8672 0.8169 -1.7552 0.209
H 3.7315 1.9325 -2.2865 0.208
H 5.1062 3.0330 -2.5427 0.159
H -1.3746 3.4890 -1.2487 0.246
H -0.5052 1.1521 1.1271 0.407
H -2.4474 2.2932 3.0119 0.232
H -0.0739 2.6799 3.5666 0.215
H 0.2475 0.9451 3.5309 0.193
H -0.0912 1.6876 5.8613 0.210
H -1.6489 2.3970 5.4304 0.198
H -0.9339 -0.5678 5.3230 0.194
H -1.9990 0.2087 6.4881 0.211
H -3.5313 0.8884 4.6817 0.200
H -2.9004 -2.0911 4.8154 0.202
H -4.3712 -1.4143 4.1068 0.209
H -4.0224 -1.1822 5.8191 0.212
H -3.3057 0.1355 2.4199 0.209
H -0.6246 -1.1197 3.1733 0.203
H -2.0889 -1.9632 2.6776 0.223
H -1.2564 -0.9228 1.5394 0.206
H -4.2130 1.3133 -0.7035 0.239
H -4.8617 0.1698 -3.0848 0.237
H -2.8405 0.7687 -4.6924 0.217
H 0.7851 -3.9919 -1.6711 0.210
H 0.8770 -6.3975 -1.3112 0.212
```

Its structure (SMILES) is COc1ccc(NC(=O)[C@@H]2[C@H]3C(=O)N(CCCN4CCCCC4)[C@H](C(=O)N[C@@H]4CCC[C@H](C)[C@@H]4C)[C@]34C=C[C@H]2O4)cc1. The calculation puts the total energy at -1880.35880 Ha.

***

> What is the formula in the first record?

C33H46N10OP